[1]
DFT (ωB97M-V with the def2-TZVPD basis set) results for a molecular structure, C28H25N5O4PbS2.

Last column: Mulliken charge in e.
Element x y z (Å)
1 Pb 2.107 0.439 1.265  1.19
2 C -4.364 -5.909 -0.003  -1.42
3 C -3.411 -5.072 0.785  0.92
4 C -2.785 -3.965 0.194  -0.82
5 C -1.929 -3.163 0.915  -0.15
6 C -1.690 -3.493 2.249  0.43
7 C -2.278 -4.591 2.870  -0.55
8 C -3.137 -5.372 2.124  -0.86
9 S -0.694 -2.445 3.200  0.61
10 O -0.655 -2.741 4.585  -0.67
11 O 0.991 -3.216 2.704  -0.47
12 N -0.398 -1.110 2.619  0.05
13 C -1.046 0.116 2.606  0.60
14 C -2.332 0.315 3.116  -0.43
15 C -2.892 1.571 3.020  -0.61
16 C -2.152 2.598 2.441  -0.79
17 C -0.881 2.317 1.993  -0.46
18 N -0.332 1.097 2.058  0.02
19 H -3.902 -6.262 -0.925  0.37
20 H -5.238 -5.319 -0.284  0.34
21 H -4.703 -6.773 0.565  0.38
22 H -2.983 -3.734 -0.845  0.46
23 H -1.441 -2.305 0.468  0.51
24 H -2.067 -4.813 3.908  0.54
25 H -3.610 -6.228 2.588  0.37
26 H -2.850 -0.512 3.586  0.46
27 H -3.887 1.754 3.403  0.45
28 H -2.557 3.595 2.354  0.44
29 H -0.254 3.096 1.577  0.50
30 S 2.408 -3.898 -0.824  -0.27
31 C 1.703 -4.239 0.674  -0.39
32 C 1.513 -3.089 1.381  0.86
33 C 1.888 -1.874 0.753  -1.56
34 C 2.433 -2.193 -0.469  0.50
35 C 3.082 -1.255 -1.387  1.00
36 C 3.574 -1.639 -2.633  -0.78
37 C 4.211 -0.704 -3.428  -0.39
38 C 4.348 0.597 -2.963  -0.92
39 C 3.833 0.901 -1.718  -0.25
40 N 3.210 0.005 -0.950  -0.14
41 H 1.493 -5.252 0.982  0.52
42 H 1.656 -3.019 3.389  0.48
43 H 3.465 -2.661 -2.969  0.35
44 H 4.602 -0.987 -4.396  0.47
45 H 4.844 1.354 -3.551  0.44
46 H 3.926 1.902 -1.313  0.54
47 O -0.020 8.348 -1.794  -0.53
48 C 0.843 7.527 -2.520  -0.49
49 N 0.482 6.120 -2.353  -0.12
50 C 1.302 5.189 -1.830  0.36
51 O 2.442 5.394 -1.458  -0.65
52 C 0.724 3.797 -1.698  0.13
53 C -0.280 3.258 -2.490  -0.33
54 C -0.658 1.937 -2.285  -1.20
55 C -0.027 1.204 -1.299  -0.17
56 N 0.945 1.717 -0.538  0.38
57 C 1.312 2.979 -0.743  -0.31
58 H 0.327 8.522 -0.915  0.33
59 H 1.888 7.628 -2.236  0.36
60 H 0.725 7.788 -3.570  0.31
61 H -0.483 5.909 -2.548  0.22
62 H -0.748 3.829 -3.281  0.48
63 H -1.424 1.480 -2.896  0.49
64 H -0.292 0.170 -1.108  0.30
65 H 2.126 3.383 -0.149  0.55

Results
ΔE to the lowest compared entry with this formula, charge and spin = 94.54 kJ/mol
Total charge = +2
Gap between HOMO and LUMO = 7.4 eV
HOMO energy = -13.872 eV

=====

[2]
DFT (ωB97M-V with the def2-TZVPD basis set) results for a molecular structure, C37H55BrF6N5O2SbSeSi2V.

Last column: Mulliken charge in e.
Element x y z (Å)
1 V -0.385 0.040 0.977  0.01
2 N -0.301 -2.088 0.381  0.39
3 C -1.067 -3.289 0.762  -0.59
4 C -1.430 -3.419 2.238  0.66
5 C -0.297 -3.752 3.210  -1.30
6 C 0.900 -2.804 3.138  -0.68
7 N 0.478 -1.403 3.022  -0.07
8 H -0.293 -2.073 -0.638  -0.82
9 H 0.687 -2.212 0.639  0.17
10 H -0.499 -4.174 0.451  0.40
11 H -2.002 -3.275 0.194  0.28
12 H -2.178 -4.211 2.311  0.66
13 H -1.912 -2.493 2.560  -1.17
14 H 0.058 -4.770 3.043  0.40
15 H -0.718 -3.720 4.220  0.38
16 H 1.547 -3.051 2.294  0.39
17 H 1.504 -2.947 4.043  0.56
18 H 1.277 -0.803 3.221  -0.19
19 H -0.200 -1.197 3.753  0.14
20 C -1.355 0.014 -0.992  -0.84
21 Si -0.592 -0.266 -2.719  -0.53
22 C 1.010 0.698 -3.191  -0.99
23 N 2.093 0.616 -2.229  0.96
24 C 2.892 -0.590 -2.320  -0.78
25 C 3.880 -0.597 -3.504  -1.06
26 C 4.360 0.827 -3.802  -0.74
27 C 4.360 1.646 -2.516  -0.89
28 C 2.912 1.811 -2.031  -0.44
29 C -0.550 -2.131 -3.080  1.02
30 C 0.421 -2.746 -3.870  -0.73
31 C 0.361 -4.100 -4.157  -0.66
32 C -0.684 -4.871 -3.674  -0.73
33 C -1.676 -4.274 -2.913  -0.64
34 C -1.611 -2.922 -2.629  -0.28
35 C -1.966 0.445 -3.821  0.59
36 C -2.657 -0.354 -4.729  -0.43
37 C -3.704 0.157 -5.477  -0.77
38 C -4.083 1.480 -5.330  -0.60
39 C -3.408 2.291 -4.432  -0.83
40 C -2.365 1.774 -3.686  -0.49
41 H -2.119 -0.756 -0.872  0.55
42 H -1.911 0.949 -1.033  1.29
43 H 0.718 1.745 -3.305  0.83
44 H 1.327 0.372 -4.193  0.65
45 H 2.224 -1.451 -2.366  0.23
46 H 3.462 -0.673 -1.395  0.44
47 H 3.425 -1.032 -4.395  0.20
48 H 4.729 -1.225 -3.229  0.54
49 H 3.699 1.312 -4.525  0.25
50 H 5.353 0.802 -4.249  0.51
51 H 4.802 2.629 -2.677  0.58
52 H 4.965 1.147 -1.756  0.22
53 H 2.451 2.653 -2.558  0.56
54 H 2.920 2.050 -0.959  -0.37
55 H 1.228 -2.153 -4.281  0.34
56 H 1.127 -4.559 -4.765  0.44
57 H -0.728 -5.926 -3.904  0.41
58 H -2.511 -4.856 -2.550  0.48
59 H -2.417 -2.467 -2.068  0.63
60 H -2.370 -1.389 -4.850  0.35
61 H -4.228 -0.482 -6.173  0.43
62 H -4.900 1.880 -5.913  0.40
63 H -3.699 3.325 -4.312  0.45
64 H -1.849 2.416 -2.979  0.31
65 C -4.129 -1.815 4.424  -1.03
66 Si -4.149 -0.111 3.582  0.53
67 C -3.877 1.364 4.734  -0.96
68 C -5.557 0.058 2.312  -1.13
69 Se -2.322 -0.125 1.958  0.09
70 H -4.953 -1.859 5.134  0.46
71 H -3.208 -1.988 4.977  0.31
72 H -4.257 -2.626 3.709  0.31
73 H -4.562 1.323 5.577  0.44
74 H -4.040 2.309 4.218  0.32
75 H -2.864 1.373 5.132  0.16
76 H -6.531 -0.129 2.757  0.44
77 H -5.410 -0.654 1.500  0.31
78 H -5.571 1.057 1.878  0.30
79 Br 4.690 -2.360 2.348  -0.14
80 C 4.584 -0.471 2.245  0.27
81 C 5.628 0.225 2.833  -0.54
82 C 5.601 1.607 2.883  -0.75
83 C 4.537 2.306 2.332  -1.22
84 C 3.513 1.617 1.718  -0.89
85 C 3.509 0.219 1.663  0.40
86 C 2.374 -0.482 1.017  0.78
87 O 2.423 -1.670 0.718  -0.85
88 O 1.286 0.187 0.768  1.71
89 H 6.452 -0.322 3.269  0.48
90 H 6.409 2.140 3.362  0.42
91 H 4.504 3.383 2.401  0.51
92 H 2.686 2.160 1.286  0.42
93 F 0.866 1.920 2.702  -0.32
94 Sb 0.633 2.153 4.625  2.20
95 F 0.030 2.095 6.406  -0.52
96 F -0.786 0.839 4.340  -0.53
97 F 1.881 0.712 4.800  -0.63
98 F -0.593 3.549 4.198  -0.57
99 F 2.090 3.342 4.690  -0.52
100 C -0.361 5.063 -1.312  -0.77
101 N -0.654 4.030 -0.348  0.32
102 C -1.492 4.148 0.725  -1.06
103 C -1.527 2.929 1.328  -0.64
104 N -0.721 2.075 0.633  1.63
105 C -0.202 2.768 -0.362  -0.85
106 H -1.020 5.909 -1.133  0.33
107 H -0.525 4.689 -2.323  0.32
108 H 0.671 5.401 -1.217  0.31
109 H -1.990 5.063 0.977  0.46
110 H -2.057 2.641 2.219  0.27
111 H 0.484 2.376 -1.094  -0.04

Results
ΔE to the lowest compared entry with this formula, charge and spin = 0.00 kJ/mol
Total charge = +1
Gap between HOMO and LUMO (spin up / spin down) = 5.7 / 5.8 eV
HOMO energy (spin up / spin down) = -10.314 / -10.314 eV

=====

[3]
DFT (ωB97M-V with the def2-TZVPD basis set) results for 10 unconnected molecules or ions with the total composition C24H60F6O12.

Last column: Mulliken charge in e.
Element x y z (Å)
1 C -0.532 -0.180 -0.904  0.47
2 O -0.425 -0.157 0.470  0.16
3 O -0.242 1.114 -1.290  -0.09
4 C 0.119 -1.533 -1.570  -1.10
5 F 0.072 -1.510 -2.889  -0.71
6 F 1.359 -1.804 -1.157  -0.04
7 F -0.496 -2.635 -1.161  -0.25
8 C 0.793 -0.365 1.195  0.32
9 C 0.549 -0.024 2.704  -1.53
10 H 1.438 -0.380 3.224  0.33
11 H 0.498 1.043 2.923  -0.06
12 H -0.387 -0.435 3.083  0.35
13 H 1.612 0.267 0.851  -0.33
14 H 1.117 -1.397 1.325  1.33
15 H -1.614 -0.204 -1.040  0.50
16 C -0.129 1.590 -4.917  0.63
17 O 0.612 1.323 -3.758  -0.20
18 O -0.926 2.652 -4.534  -0.89
19 C 0.620 1.575 -6.275  0.63
20 F -0.164 1.849 -7.372  -0.31
21 F 1.663 2.425 -6.267  -0.32
22 F 1.281 0.444 -6.580  -0.30
23 C 1.388 0.109 -3.649  -0.54
24 C 2.460 0.380 -2.631  -0.67
25 H 1.988 0.289 -1.653  -0.43
26 H 3.313 -0.295 -2.703  0.62
27 H 2.914 1.362 -2.766  0.46
28 H 2.070 -0.060 -4.483  0.55
29 H 0.860 -0.826 -3.462  0.52
30 H -0.790 0.724 -4.882  -0.59
31 C -2.600 -0.378 -3.283  -0.43
32 C -3.109 0.848 -2.555  -0.50
33 O -2.336 1.984 -2.956  -0.42
34 H -1.588 -0.547 -2.914  -0.53
35 H -2.589 -0.259 -4.366  0.76
36 H -3.090 -1.271 -2.896  0.19
37 H -3.170 0.719 -1.474  -0.13
38 H -4.115 1.168 -2.828  0.47
39 H -2.709 2.189 -3.816  0.41
40 C -0.548 -2.913 3.793  -0.68
41 C 0.198 -2.314 4.938  -0.31
42 O 1.607 -2.545 5.075  -0.61
43 H -1.603 -2.846 4.060  0.20
44 H -0.389 -3.947 3.487  0.45
45 H -0.452 -2.385 2.845  0.14
46 H -0.463 -2.304 5.804  0.48
47 H 0.092 -1.232 4.850  0.20
48 H 1.997 -2.696 4.211  0.34
49 C 3.622 0.327 -0.362  -0.70
50 C 3.599 -1.014 0.379  0.71
51 O 4.747 -0.823 1.309  -0.59
52 H 4.481 0.234 -1.025  0.61
53 H 3.845 1.243 0.185  0.22
54 H 2.713 0.459 -0.949  -0.09
55 H 3.520 -1.907 -0.240  0.27
56 H 2.676 -1.213 0.923  -0.42
57 H 5.548 -0.756 0.783  0.36
58 C 2.911 1.132 3.794  0.44
59 C 2.845 1.357 5.344  -0.57
60 O 4.123 1.443 5.960  -0.55
61 H 3.734 0.424 3.692  0.31
62 H 3.282 1.964 3.195  0.45
63 H 1.940 0.719 3.523  -1.23
64 H 2.215 0.606 5.819  0.26
65 H 2.306 2.275 5.576  0.30
66 H 4.131 1.200 6.889  0.30
67 C -1.507 -4.316 -2.699  -1.35
68 C -2.373 -3.044 -2.644  0.55
69 O -3.162 -2.876 -3.873  -0.61
70 H -2.050 -5.071 -3.267  0.40
71 H -1.437 -4.710 -1.685  0.25
72 H -0.568 -4.047 -3.182  0.26
73 H -1.698 -2.207 -2.460  0.08
74 H -3.050 -3.190 -1.803  0.30
75 H -4.090 -2.841 -3.629  0.33
76 C -3.479 2.099 1.070  -1.87
77 C -2.021 1.971 0.552  0.86
78 O -1.746 3.075 -0.338  -0.50
79 H -3.427 1.552 2.012  0.35
80 H -4.057 1.576 0.308  0.27
81 H -3.793 3.131 1.225  0.40
82 H -1.930 1.108 -0.108  -1.12
83 H -1.299 2.023 1.368  1.06
84 H -1.461 3.887 0.088  0.35
85 C -3.360 -0.669 2.432  -1.61
86 C -2.683 -1.251 1.163  1.15
87 O -3.374 -2.343 0.553  -0.61
88 H -4.310 -0.185 2.210  0.27
89 H -2.549 0.011 2.694  0.43
90 H -3.541 -1.470 3.150  0.36
91 H -1.634 -1.526 1.278  0.02
92 H -2.611 -0.424 0.456  0.20
93 H -3.112 -3.176 0.950  0.39
94 C 1.508 3.638 1.546  -2.03
95 C 0.926 2.643 0.633  1.63
96 O 1.094 3.070 -0.708  -0.45
97 H 2.565 3.884 1.435  0.39
98 H 1.385 3.371 2.595  0.25
99 H 1.131 4.616 1.244  0.48
100 H -0.138 2.479 0.801  -0.71
101 H 1.423 1.683 0.771  -1.15
102 H 2.037 3.249 -0.742  0.34

Results
Total charge = -2
Gap between HOMO and LUMO = 3.8 eV
HOMO energy = -0.010 eV

=====

[4]
DFT (ωB97M-V with the def2-TZVPD basis set) results for a molecular structure, C16H19N3ORuS2.

Last column: Mulliken charge in e.
Element x y z (Å)
1 Ru 1.004 0.255 1.085  1.08
2 C 3.072 0.529 0.516  -1.38
3 C 2.710 1.082 -0.755  0.94
4 C 2.772 2.477 -1.015  -0.48
5 C 2.398 2.958 -2.238  -0.64
6 C 1.922 2.075 -3.226  -0.36
7 C 1.854 0.701 -3.002  -0.79
8 C 2.257 0.204 -1.783  -0.11
9 H 3.532 1.186 1.249  0.41
10 H 3.452 -0.487 0.509  0.51
11 H 3.136 3.141 -0.240  0.55
12 H 2.475 4.015 -2.456  0.44
13 H 1.617 2.472 -4.186  0.44
14 H 1.523 0.035 -3.787  0.50
15 H 2.274 -0.866 -1.610  0.46
16 S 0.385 4.728 2.183  -0.15
17 C 0.593 3.252 1.779  0.57
18 N 0.755 2.095 1.460  -0.77
19 N -5.960 -0.546 -0.862  -0.32
20 C -5.375 -0.331 0.338  0.26
21 O -5.971 -0.254 1.386  -0.56
22 C -3.857 -0.259 0.372  0.89
23 C -3.032 -0.055 -0.723  -0.70
24 C -1.668 0.028 -0.539  -0.61
25 N -1.098 -0.099 0.672  0.12
26 C -1.906 -0.291 1.741  -0.41
27 C -3.271 -0.369 1.627  -0.60
28 H -6.962 -0.648 -0.880  0.25
29 H -5.448 -0.756 -1.698  0.16
30 H -3.419 0.078 -1.724  0.34
31 H -1.000 0.205 -1.371  0.49
32 H -1.426 -0.384 2.707  0.49
33 H -3.906 -0.502 2.493  0.53
34 C 0.790 -3.179 0.458  -0.84
35 S 1.190 -2.035 1.788  0.17
36 C 2.882 -2.489 2.201  -1.00
37 H 1.529 -3.125 -0.339  0.29
38 H -0.199 -2.919 0.087  0.28
39 H 0.764 -4.177 0.891  0.43
40 H 2.842 -3.458 2.693  0.40
41 H 3.272 -1.747 2.895  0.40
42 H 3.498 -2.539 1.305  0.35

Results
ΔE to the lowest compared entry with this formula, charge and spin = 18.83 kJ/mol
Total charge = +2
Gap between HOMO and LUMO (spin up / spin down) = 7.9 / 5.7 eV
HOMO energy (spin up / spin down) = -15.151 / -15.223 eV
2S+1 = 5

=====

[5]
DFT (ωB97M-V with the def2-TZVPD basis set) results for a molecular structure, C14H51AgO12.

Last column: Mulliken charge in e.
Element x y z (Å)
1 Ag 3.720 -1.544 4.151  0.99
2 C -0.176 0.708 0.854  -1.25
3 C -0.039 -0.765 0.344  0.60
4 C 0.055 -0.771 -1.210  -1.20
5 O 0.960 -1.378 1.128  -0.40
6 H -0.986 1.245 0.360  0.38
7 H 0.781 1.218 0.744  0.32
8 H -0.297 0.741 1.937  0.33
9 H -1.038 -1.185 0.461  0.22
10 H -0.085 -1.799 -1.545  0.31
11 H 0.999 -0.327 -1.526  0.32
12 H -0.716 -0.130 -1.637  0.37
13 C 2.573 2.237 6.815  -0.59
14 O 2.704 1.809 5.469  -0.49
15 H 3.397 2.899 7.083  0.27
16 H 1.612 2.693 7.052  0.26
17 H 2.774 1.412 7.498  0.24
18 H 2.810 2.594 4.927  0.30
19 C 0.097 -6.999 3.444  -0.43
20 O -0.661 -5.823 3.597  -0.49
21 H -0.436 -7.841 3.888  0.22
22 H 0.186 -7.137 2.367  0.21
23 H 1.059 -6.907 3.948  0.21
24 H -0.197 -5.103 3.163  0.28
25 C -0.326 4.630 -3.321  -0.51
26 O -1.578 4.980 -2.777  -0.49
27 H -0.207 5.059 -4.316  0.28
28 H 0.536 4.869 -2.698  0.24
29 H -0.274 3.554 -3.489  0.18
30 H -1.467 5.885 -2.476  0.30
31 C -1.743 6.500 2.852  -0.41
32 O -2.457 7.510 3.521  -0.51
33 H -0.980 7.015 2.269  0.22
34 H -1.302 5.824 3.584  0.21
35 H -2.454 5.979 2.210  0.18
36 H -1.976 7.734 4.321  0.30
37 C -0.672 -0.543 -7.057  -0.47
38 O -0.762 -0.217 -8.436  -0.50
39 H -1.621 -0.264 -6.598  0.21
40 H -0.366 -1.582 -6.931  0.24
41 H 0.096 0.037 -6.545  0.23
42 H 0.055 -0.483 -8.865  0.29
43 C -5.336 -3.146 -3.605  -0.50
44 O -6.713 -2.719 -3.807  -0.49
45 H -4.859 -2.340 -3.047  0.21
46 H -5.298 -3.989 -2.915  0.23
47 H -4.747 -3.337 -4.502  0.24
48 H -6.638 -1.779 -3.985  0.31
49 C 3.714 -4.798 -2.226  -0.48
50 O 3.198 -4.989 -0.939  -0.48
51 H 4.390 -3.953 -2.357  0.22
52 H 4.328 -5.666 -2.468  0.23
53 H 2.866 -4.715 -2.906  0.23
54 H 2.720 -4.254 -0.549  0.28
55 C 6.275 0.061 0.503  -0.53
56 O 6.237 0.090 1.946  -0.50
57 H 6.093 -0.985 0.258  0.19
58 H 5.521 0.650 -0.019  0.23
59 H 7.226 0.384 0.079  0.30
60 H 7.028 0.555 2.227  0.31
61 C 3.782 5.945 4.059  -0.61
62 O 3.409 5.088 2.996  -0.48
63 H 2.971 5.919 4.787  0.20
64 H 4.749 5.743 4.518  0.26
65 H 3.882 6.961 3.677  0.34
66 H 3.878 5.393 2.216  0.30
67 C -6.441 2.786 0.565  -0.44
68 O -7.710 3.026 -0.101  -0.51
69 H -5.693 3.389 0.050  0.20
70 H -6.492 2.991 1.634  0.24
71 H -6.115 1.753 0.440  0.21
72 H -7.781 3.970 -0.262  0.31
73 C -1.580 -7.300 -2.145  -0.51
74 O -2.487 -7.828 -3.035  -0.51
75 H -0.853 -8.064 -1.870  0.27
76 H -1.002 -6.505 -2.616  0.21
77 H -1.953 -6.861 -1.220  0.23
78 H -2.166 -7.808 -3.939  0.31

Results
ΔE to the lowest compared entry with this formula, charge and spin = 478.57 kJ/mol
Total charge = +1
Gap between HOMO and LUMO = 5.0 eV
HOMO energy = -11.606 eV
2S+1 = 2

=====

What is the formula in the fifth record?
C14H51AgO12

=====

Which value of total charge does entry 4 give?
+2

=====

Among the records above, which one has the lowest total charge?
C24H60F6O12

=====

Among the records above, which one has the lowest total charge?
C24H60F6O12